# C44H115N9O13

A 9-piece molecular cluster, C44H115N9O13 overall at a distorted geometry (ωB97M-V/def2-TZVPD, OMol25).

Last column: Mulliken charge in e.
Positions of all 181 atoms, in Å:
C 4.0516 -0.1506 -1.9660  0.280
C 5.4486 0.4739 -2.1054  0.272
C 6.3351 -0.3400 -3.0324  -1.412
O 6.5757 -1.6549 -2.5750  -0.099
C 7.5672 -2.2013 -3.3727  -0.825
N 5.5380 1.8926 -2.5601  -0.711
H 4.1164 -1.2215 -1.9441  0.559
H 3.3517 0.1005 -2.7958  -0.208
H 3.5991 0.1463 -1.0578  -0.606
H 5.9188 0.3843 -1.1165  0.334
H 7.3171 0.1732 -3.0570  0.504
H 5.9519 -0.3506 -4.0296  0.456
H 7.2018 -2.3591 -4.4359  0.292
H 7.8326 -3.1909 -2.9556  0.214
H 8.3943 -1.4698 -3.4148  0.356
H 5.2102 2.4470 -1.7765  0.351
H 4.9031 2.0546 -3.3635  0.302
C 0.8696 -2.1832 -8.4694  -1.516
C -0.1336 -1.3374 -7.7062  0.549
C 0.4293 -1.0535 -6.3119  -0.274
O 0.3582 -2.1465 -5.4868  -0.469
C 0.7154 -1.8391 -4.1245  -0.057
N -0.2913 -0.1071 -8.3856  -0.729
H 1.1818 -3.0658 -7.9629  0.340
H 1.7556 -1.6476 -8.6422  0.412
H 0.4598 -2.5228 -9.4192  0.362
H -1.0836 -1.8822 -7.6150  0.303
H -0.1278 -0.1664 -5.8866  -0.144
H 1.4012 -0.7442 -6.4346  0.373
H 0.3662 -2.6384 -3.4141  0.071
H 0.2872 -0.8973 -3.7514  0.093
H 1.7790 -1.7121 -3.9649  0.135
H -0.8289 0.4751 -7.7463  0.231
H -0.9129 -0.1679 -9.1905  0.276
C 3.8441 -0.7113 2.0090  0.664
C 4.6183 -1.7118 2.8251  0.296
C 6.1350 -1.4054 2.8857  -1.143
O 6.6630 -1.3285 1.5872  -0.235
C 7.1188 -2.5465 1.0026  -0.606
N 4.1362 -1.6846 4.2434  -0.478
H 2.7702 -0.8536 2.1652  -0.691
H 3.9319 -0.9785 0.9509  -0.028
H 4.1452 0.3110 2.2628  0.368
H 4.4299 -2.7548 2.4073  0.163
H 6.6020 -2.0972 3.6097  0.409
H 6.1175 -0.4677 3.4373  0.340
H 7.3890 -2.3777 0.0147  0.090
H 6.3444 -3.3540 1.0562  0.259
H 7.9133 -3.0585 1.5169  0.365
H 3.1607 -1.7977 4.3282  0.156
H 4.5768 -2.3529 4.8388  0.222
C 1.6298 -0.4553 6.1648  -1.863
C 0.6988 -0.4608 4.8853  0.269
C 0.9591 0.7549 4.0455  0.449
O 0.4289 1.8491 4.7331  -0.500
C 0.8847 3.0433 4.1555  -0.496
N 0.8770 -1.6149 3.9963  -0.110
H 1.6797 -1.4043 6.5990  0.484
H 1.2793 0.3737 6.8107  0.357
H 2.6712 -0.2177 5.9052  0.392
H -0.2906 -0.4056 5.2845  0.299
H 0.3103 0.5528 3.1746  -0.660
H 2.0184 0.9135 3.8123  0.617
H 0.5067 3.9075 4.7454  0.455
H 0.6015 3.1735 3.0954  0.005
H 1.9680 3.0770 4.2690  0.339
H 0.3945 -1.5562 3.0867  -0.404
H 0.6481 -2.6006 4.3614  0.249
C 0.3274 0.4141 -0.0175  1.553
C 0.0068 -1.0401 -0.3466  2.356
C 1.3154 -1.7084 -0.6181  -0.029
O 1.0699 -3.0581 -0.8727  -0.406
C 2.1665 -3.8414 -1.3489  -0.657
N -0.6781 -1.6971 0.7593  0.518
H -0.4850 0.9254 0.5420  -0.853
H 0.5133 1.0629 -0.8842  0.234
H 1.1722 0.3794 0.6986  -1.421
H -0.5931 -1.0258 -1.3455  -1.215
H 2.0062 -1.5415 0.2607  -0.214
H 1.8166 -1.2652 -1.5365  -0.539
H 2.9997 -3.7874 -0.5977  0.166
H 2.6164 -3.4613 -2.2741  0.246
H 1.8382 -4.9255 -1.4026  0.258
H -0.5412 -2.6695 0.4412  0.253
H -1.6474 -1.4711 0.7211  -0.270
C -5.0398 -1.3015 -3.1614  -0.749
O -4.5382 -2.0115 -2.0710  -0.223
C -3.1967 -2.3832 -2.1327  0.438
C -2.9572 -3.6473 -1.3107  -0.954
N -3.2847 -3.5161 0.0981  0.517
C -2.9947 -4.6861 0.8825  -1.225
C -3.0126 -4.3242 2.2964  0.659
O -2.0820 -5.0574 3.0292  -0.463
C -2.0960 -4.6738 4.3687  -0.641
H -6.0990 -1.2157 -2.9862  0.277
H -4.8753 -1.8704 -4.1147  0.298
H -4.6155 -0.3238 -3.2900  0.213
H -2.6646 -1.4731 -1.9143  -0.544
H -2.8576 -2.5797 -3.2124  0.248
H -1.9336 -3.9645 -1.5135  0.527
H -3.6247 -4.4983 -1.8159  0.352
H -4.1891 -3.1213 0.3624  -0.264
H -1.9720 -4.9162 0.6914  0.564
H -3.6770 -5.4687 0.6160  0.248
H -3.9626 -4.4918 2.7109  0.435
H -2.8177 -3.2321 2.3760  -0.480
H -2.9975 -5.1531 4.8288  0.306
H -2.1445 -3.5862 4.5520  0.170
H -1.2031 -5.0389 4.8916  0.301
C 4.5679 7.1531 1.0811  -0.455
O 3.7535 8.1239 1.7220  -0.404
C 2.4057 7.8060 1.8291  -0.381
C 1.5855 7.5043 0.6518  -0.632
N 1.6032 6.1123 0.1157  0.023
C 1.1430 5.0880 0.9775  -0.674
C 1.1842 3.7401 0.2892  2.305
O 2.5103 3.2948 0.0430  -0.408
C 3.1005 2.5565 1.0418  0.089
H 5.4860 7.6277 0.6786  0.274
H 3.9539 6.6842 0.3684  0.186
H 4.9272 6.3661 1.8195  0.181
H 1.9257 8.6611 2.3152  0.357
H 2.3833 6.9896 2.5965  0.255
H 1.7236 8.2203 -0.1355  0.359
H 0.5323 7.5769 1.1523  0.316
H 1.1869 6.1273 -0.8242  0.157
H 0.0820 5.3129 1.3675  0.301
H 1.7534 5.0086 1.9196  0.122
H 0.6462 3.8189 -0.6421  -1.439
H 0.5863 3.0735 0.9341  -0.833
H 2.4145 1.7135 1.3227  -0.342
H 3.3408 3.1042 1.9630  0.246
H 3.9789 2.0957 0.6050  0.280
C -5.7813 3.4716 -0.6669  -0.826
O -4.4023 3.1396 -0.4173  -0.372
C -4.1312 1.8347 -0.8525  -0.210
C -2.6427 1.5361 -0.8120  0.737
N -1.8940 2.6474 -1.4299  0.276
C -1.8468 2.8027 -2.9075  -0.832
C -0.4759 3.2323 -3.4131  -0.254
O 0.4386 2.0944 -3.3393  0.146
C 1.7639 2.6136 -3.3087  -0.230
H -5.9726 4.4052 -0.2070  0.317
H -6.4507 2.7234 -0.2640  0.299
H -6.0630 3.5343 -1.7407  0.285
H -4.4495 1.7147 -1.9002  0.431
H -4.7310 1.0209 -0.3221  0.129
H -2.3685 0.5636 -1.1480  -0.310
H -2.4222 1.5513 0.2682  -1.109
H -2.2815 3.4964 -1.0872  0.439
H -2.6351 3.4593 -3.2660  0.451
H -2.0011 1.8588 -3.3869  0.184
H -0.0492 3.9083 -2.6662  -0.088
H -0.4825 3.8084 -4.4429  0.299
H 1.8716 3.5176 -3.9667  0.407
H 2.5266 1.8161 -3.6533  -0.153
H 2.0258 2.7924 -2.3046  0.002
C -9.7165 -2.4044 4.0822  -0.844
O -8.4531 -2.5197 3.4476  -0.302
C -8.4421 -2.4437 2.0279  -0.663
C -7.0811 -3.0539 1.5551  -0.725
N -6.0621 -2.5443 2.4376  0.044
C -5.6361 -1.2027 2.2087  0.139
C -4.5875 -0.7719 3.1984  -0.667
O -3.7622 0.1391 2.5266  -0.042
C -2.6102 0.5864 3.2008  -0.518
H -9.5667 -2.2568 5.1604  0.242
H -10.2731 -3.3067 3.9343  0.326
H -10.3427 -1.5768 3.7579  0.329
H -8.4482 -1.3841 1.7077  0.278
H -9.3161 -2.9497 1.5354  0.458
H -6.7956 -2.7089 0.5665  0.303
H -7.0227 -4.1125 1.5850  0.427
H -6.2899 -2.7340 3.4128  0.341
H -6.4719 -0.5547 2.2318  0.215
H -5.1549 -1.1674 1.2477  -0.191
H -4.0793 -1.6786 3.6128  0.117
H -5.1441 -0.4427 4.1096  0.256
H -2.7298 1.0391 4.1732  0.462
H -2.2287 1.3826 2.5420  -0.006
H -1.8741 -0.2483 3.2269  0.082

Results
HOMO energy: -8.49 eV
M: 978.45 g mol⁻¹
Lowest unoccupied orbital energy: 0.470 eV
Energy above the lowest of the compared OMol25 structures with the same formula, charge and spin: 86.65 kcal per mole